# C38H107N7O12

12 unconnected molecules or ions with the total composition C38H107N7O12 at a distorted geometry (ωB97M-V with the def2-TZVPD basis set, the Open Molecules 2025 dataset).

```
! RIJCOSX wB97M-V def2-TZVPD def2/J DEFGRID3
* xyz 0 1
C 1.02 8.28 -3.03
O 0.79 8.32 -1.60
C 1.87 7.67 -0.86
C 1.69 7.74 0.69
C 1.80 9.19 1.17
N 2.71 6.93 1.35
H 0.92 7.30 -3.51
H 1.98 8.71 -3.32
H 0.31 8.98 -3.47
H 2.00 6.63 -1.16
H 2.82 8.13 -1.09
H 0.80 7.27 1.10
H 2.74 9.68 0.91
H 1.64 9.21 2.25
H 0.99 9.81 0.80
H 2.92 6.04 0.92
H 3.53 7.45 1.07
C 6.69 -2.26 9.67
O 5.95 -2.06 8.48
C 6.35 -2.87 7.39
C 5.66 -2.39 6.11
C 4.13 -2.52 6.35
N 5.93 -3.33 5.07
H 6.55 -3.26 10.09
H 6.37 -1.51 10.39
H 7.77 -2.13 9.55
H 7.42 -2.81 7.21
H 6.11 -3.92 7.55
H 6.03 -1.42 5.79
H 3.85 -3.51 6.71
H 3.53 -2.43 5.44
H 3.77 -1.82 7.11
H 5.85 -4.26 5.44
H 6.93 -3.35 4.89
C -3.41 -2.46 -4.30
O -4.43 -1.97 -5.19
C -4.90 -0.63 -4.94
C -6.16 -0.38 -5.83
C -5.89 -0.36 -7.33
N -6.78 0.89 -5.50
H -3.31 -3.54 -4.32
H -3.70 -2.30 -3.26
H -2.45 -1.96 -4.44
H -5.19 -0.56 -3.89
H -4.18 0.17 -5.07
H -6.91 -1.13 -5.56
H -6.73 -0.13 -7.99
H -5.55 -1.35 -7.65
H -5.09 0.32 -7.62
H -6.08 1.60 -5.66
H -7.53 1.06 -6.16
C -4.30 5.79 -5.19
O -4.05 5.30 -6.49
C -4.89 5.86 -7.53
C -4.35 5.53 -8.92
C -3.24 6.50 -9.34
N -5.44 5.54 -9.94
H -5.37 5.81 -4.98
H -4.02 6.84 -5.10
H -3.77 5.19 -4.46
H -5.85 5.39 -7.33
H -4.99 6.94 -7.45
H -3.93 4.52 -8.91
H -3.58 7.53 -9.42
H -2.74 6.23 -10.27
H -2.49 6.48 -8.55
H -5.75 6.50 -10.02
H -5.04 5.44 -10.86
C 8.11 -2.86 -3.24
O 7.31 -3.79 -2.55
C 6.28 -3.25 -1.74
C 5.19 -4.36 -1.56
C 4.36 -4.62 -2.83
N 4.26 -4.04 -0.51
H 7.54 -2.44 -4.07
H 9.00 -3.36 -3.63
H 8.57 -2.15 -2.55
H 6.69 -3.02 -0.76
H 5.87 -2.34 -2.20
H 5.78 -5.25 -1.32
H 3.92 -3.70 -3.21
H 3.71 -5.47 -2.61
H 4.96 -5.01 -3.66
H 3.63 -4.80 -0.33
H 4.76 -3.78 0.34
C -0.07 -7.58 1.31
O 1.00 -8.28 0.75
C 1.82 -9.01 1.62
C 2.94 -9.72 0.84
C 2.54 -10.84 -0.17
N 3.90 -10.28 1.78
H 0.32 -6.70 1.82
H -0.65 -8.24 1.96
H -0.71 -7.20 0.51
H 2.09 -8.32 2.42
H 1.23 -9.79 2.08
H 3.50 -8.99 0.26
H 1.81 -10.47 -0.89
H 2.19 -11.73 0.35
H 3.29 -11.25 -0.84
H 3.66 -11.22 2.07
H 4.74 -10.46 1.25
C -4.18 -0.24 9.68
O -4.72 -0.28 8.35
C -4.51 -1.52 7.65
C -2.97 -1.64 7.19
C -2.58 -0.54 6.20
N -2.73 -2.94 6.53
H -3.09 -0.33 9.74
H -4.61 -0.96 10.38
H -4.36 0.73 10.15
H -4.78 -2.39 8.25
H -5.21 -1.56 6.81
H -2.35 -1.45 8.07
H -2.90 0.45 6.53
H -3.07 -0.73 5.25
H -1.51 -0.57 6.00
H -1.79 -3.03 6.19
H -2.80 -3.75 7.13
C -0.81 1.38 -0.48
C -0.05 0.16 0.09
O 1.03 -0.17 -0.71
H -1.72 1.47 0.11
H -1.05 1.20 -1.52
H -0.20 2.28 -0.43
H -0.67 -0.73 0.16
H 0.34 0.41 1.08
H 1.39 -1.05 -0.59
C -8.06 -1.71 2.29
C -6.55 -1.65 1.88
O -5.82 -2.89 2.26
H -8.46 -2.71 2.18
H -8.57 -1.09 1.55
H -8.29 -1.27 3.26
H -6.15 -0.75 2.34
H -6.56 -1.64 0.79
H -5.32 -2.65 3.04
C 1.76 0.49 -6.28
C 1.80 2.01 -5.93
O 3.12 2.36 -5.54
H 2.13 -0.20 -5.53
H 2.39 0.29 -7.15
H 0.78 0.06 -6.47
H 1.12 2.24 -5.11
H 1.42 2.59 -6.77
H 3.27 2.09 -4.64
C 6.63 2.46 2.36
C 5.74 1.61 1.52
O 4.83 2.45 0.80
H 7.46 1.91 2.78
H 6.00 2.80 3.19
H 7.03 3.33 1.84
H 5.16 0.89 2.09
H 6.29 0.97 0.84
H 4.17 1.84 0.47
C -4.61 5.31 3.25
C -5.70 5.31 2.18
O -6.47 4.14 2.39
H -3.97 4.42 3.31
H -5.01 5.40 4.25
H -3.90 6.13 3.10
H -5.29 5.30 1.17
H -6.34 6.20 2.17
H -6.97 3.88 1.61
*
```

Computed properties:
structure (SMILES) = COC[C@H](C)N.COC[C@H](C)N.COC[C@H](C)N.COC[C@H](C)N.COC[C@H](C)N.COC[C@H](C)N.COC[C@H](C)N.CCO.CCO.CCO.CCO.CCO
calculated total energy = -2797.85524 a.u.
E_HOMO = -9.102 eV

***

# C25H40Cl4N3O3RhSi

A molecular structure, C25H40Cl4N3O3RhSi at a distorted geometry (ωB97M-V with the def2-TZVPD basis set, the Open Molecules 2025 dataset).

```
! RIJCOSX wB97M-V def2-TZVPD def2/J DEFGRID3
* xyz 0 5
C -2.10 -2.34 -3.80
C -1.07 -2.81 -2.79
H -1.73 -2.42 -4.83
H -2.46 -1.33 -3.58
H -3.01 -2.97 -3.78
C -0.66 -4.15 -2.74
C -0.67 -5.13 -3.85
H -0.67 -4.60 -1.75
H -0.28 -4.72 -4.78
H -1.62 -5.61 -4.09
H -0.01 -5.92 -3.52
Rh -0.19 1.56 1.51
Cl -2.61 2.03 1.24
Cl 1.23 2.57 -0.16
H 1.27 5.19 4.33
H -1.47 6.30 3.32
C 1.32 5.23 3.23
C -0.87 6.11 2.40
N 0.02 4.97 2.61
H 2.10 4.55 2.88
C -0.60 3.80 2.84
O -0.02 2.80 3.34
H -1.55 5.83 1.58
H -1.68 3.81 2.63
H 1.61 6.25 2.95
H -0.27 7.00 2.15
H 2.05 -0.07 -2.83
H 2.28 -3.07 -1.96
C 2.90 -0.10 -2.13
C 3.12 -2.49 -1.54
N 2.72 -1.16 -1.14
H 2.99 0.86 -1.62
C 2.64 -0.93 0.21
O 2.85 0.13 0.82
H 3.47 -3.00 -0.63
H 2.37 -1.87 0.73
H 3.79 -0.33 -2.72
H 3.93 -2.45 -2.29
O -0.12 -1.66 -2.36
C -1.08 -1.97 -1.44
C 0.35 -3.38 0.26
C -0.82 -2.69 -0.10
H 1.21 -3.27 -0.38
C 0.43 -4.06 1.48
H -1.84 -1.18 -1.48
C -1.84 -2.59 0.90
H 1.35 -4.58 1.73
C -0.65 -4.10 2.36
C -1.76 -3.31 2.08
H -2.63 -1.86 0.75
H -0.63 -4.70 3.28
H -2.58 -3.25 2.79
Si 0.00 2.61 -2.56
Cl -0.29 -0.34 0.56
C 1.50 3.35 -3.34
C -0.92 3.94 -1.57
C -1.23 1.95 -3.83
H 2.43 2.81 -3.13
H 1.56 4.40 -3.00
H 1.26 3.31 -4.42
H -0.79 1.24 -4.53
H -1.48 2.87 -4.38
H -2.15 1.53 -3.41
H -1.55 3.50 -0.79
H -1.57 4.46 -2.29
H -0.24 4.66 -1.10
Cl -3.01 -1.03 5.59
C -1.57 -0.89 4.70
C -0.39 -1.54 5.08
C 0.74 -1.42 4.29
C 0.71 -0.56 3.20
N -0.40 0.14 2.99
C -1.57 -0.05 3.59
H -0.39 -2.11 6.00
H 1.67 -1.95 4.48
H 1.58 -0.36 2.55
H -2.43 0.51 3.23
*
```

Computed properties:
calculated total energy = -3607.21812 a.u.
E_HOMO (spin up / spin down) = -5.841 / -7.449 eV
<S²> = 6.019

***

# C2H9O3

3 unconnected molecules or ions with the total composition C2H9O3 at a distorted geometry (ωB97M-V with the def2-TZVPD basis set, the Open Molecules 2025 dataset).

```
! RIJCOSX wB97M-V def2-TZVPD def2/J DEFGRID3
* xyz -1 1
C 0.51 0.01 -1.03
O -0.45 -0.98 -0.80
C 0.84 -0.04 -2.56
H 1.43 -0.19 -0.48
H 0.13 1.00 -0.82
H 0.75 -1.08 -2.86
H 1.78 0.40 -2.87
H -0.02 0.43 -3.04
H -0.31 0.57 1.94
H 0.35 1.93 2.56
O 0.57 1.06 2.25
H -2.12 -0.68 1.24
H -0.84 -0.77 0.09
O -1.36 -0.29 1.64
*
```

Computed properties:
calculated total energy = -307.32574 a.u.
E_HOMO = -4.214 eV

***

# C5H12OS

2 unconnected molecules or ions with the total composition C5H12OS at a distorted geometry (ωB97M-V with the def2-TZVPD basis set, the Open Molecules 2025 dataset).

```
! RIJCOSX wB97M-V def2-TZVPD def2/J DEFGRID3
* xyz 0 1
C 2.60 -1.81 0.50
C -0.33 0.81 1.69
C -2.93 0.20 -1.19
C 2.14 -0.75 -0.33
C -0.38 0.80 0.20
O -0.61 -0.43 -2.03
S -1.29 -0.47 -0.73
H 2.69 -2.76 0.06
H 3.59 -1.47 0.80
H 2.11 -1.83 1.44
H -0.66 -0.09 2.10
H -0.88 1.64 2.09
H 0.78 0.79 1.84
H -3.53 0.32 -0.34
H -3.44 -0.46 -1.82
H -2.93 1.26 -1.47
H 2.06 -1.06 -1.35
H 2.32 0.34 -0.09
H 0.14 1.62 -0.35
*
```

Computed properties:
calculated total energy = -670.92609 a.u.
E_HOMO (spin up / spin down) = -7.728 / -8.232 eV

***

> The lowest calculated total energy belongs to which entry?

C25H40Cl4N3O3RhSi

***

> The highest calculated total energy belongs to which entry?

C2H9O3

***

Please write out number 3 again, unchanged.
# C2H9O3

3 unconnected molecules or ions with the total composition C2H9O3 at a distorted geometry (ωB97M-V with the def2-TZVPD basis set, the Open Molecules 2025 dataset).

```
! RIJCOSX wB97M-V def2-TZVPD def2/J DEFGRID3
* xyz -1 1
C 0.51 0.01 -1.03
O -0.45 -0.98 -0.80
C 0.84 -0.04 -2.56
H 1.43 -0.19 -0.48
H 0.13 1.00 -0.82
H 0.75 -1.08 -2.86
H 1.78 0.40 -2.87
H -0.02 0.43 -3.04
H -0.31 0.57 1.94
H 0.35 1.93 2.56
O 0.57 1.06 2.25
H -2.12 -0.68 1.24
H -0.84 -0.77 0.09
O -1.36 -0.29 1.64
*
```

Computed properties:
calculated total energy = -307.32574 a.u.
E_HOMO = -4.214 eV